{
  "formula": "C52H115F9O26",
  "method": "wB97M-V/def2-TZVPD",
  "species": ["C", "O", "C", "C", "O", "C", "H", "H", "H", "H", "H", "H", "H", "H", "H", "H", "C", "O", "C", "C", "O", "C", "H", "H", "H", "H", "H", "H", "H", "H", "H", "H", "C", "O", "C", "C", "O", "C", "H", "H", "H", "H", "H", "H", "H", "H", "H", "H", "C", "O", "C", "C", "O", "C", "H", "H", "H", "H", "H", "H", "H", "H", "H", "H", "C", "O", "C", "C", "O", "C", "H", "H", "H", "H", "H", "H", "H", "H", "H", "H", "C", "O", "C", "C", "O", "C", "H", "H", "H", "H", "H", "H", "H", "H", "H", "H", "C", "O", "C", "C", "O", "C", "H", "H", "H", "H", "H", "H", "H", "H", "H", "H", "C", "O", "C", "C", "O", "C", "H", "H", "H", "H", "H", "H", "H", "H", "H", "H", "C", "O", "C", "C", "O", "C", "H", "H", "H", "H", "H", "H", "H", "H", "H", "H", "C", "O", "C", "C", "O", "C", "H", "H", "H", "H", "H", "H", "H", "H", "H", "H", "C", "C", "O", "C", "O", "C", "F", "F", "F", "H", "H", "H", "H", "H", "C", "C", "O", "C", "O", "C", "F", "F", "F", "H", "H", "H", "H", "H", "C", "C", "O", "C", "O", "C", "F", "F", "F", "H", "H", "H", "H", "H"],
  "positions_angstrom": [[-1.8563, -32.3342, 21.1350], [-2.0881, -33.4199, 20.2252], [-1.6847, -33.1049, 18.8526], [-2.3510, -34.0741, 17.9392], [-3.7902, -34.0965, 18.0614], [-4.5760, -32.9601, 17.7989], [-0.7849, -32.1482, 21.0608], [-2.1399, -32.5840, 22.1574], [-2.3440, -31.4114, 20.8207], [-0.6064, -33.2628, 18.8735], [-1.9374, -32.0698, 18.6229], [-2.0233, -35.0959, 18.1309], [-2.0596, -33.8244, 16.9190], [-5.6200, -33.2698, 17.8473], [-4.2824, -32.5543, 16.8308], [-4.4659, -32.2306, 18.6013], [-7.4634, -27.6479, 10.6819], [-7.1051, -28.9431, 10.3255], [-5.7767, -29.3253, 10.7340], [-5.5856, -29.2724, 12.2975], [-6.3590, -30.2728, 12.8706], [-6.4470, -30.2288, 14.3171], [-7.7577, -27.6669, 11.7312], [-8.2506, -27.2377, 10.0494], [-6.6540, -26.9204, 10.6207], [-5.0248, -28.8094, 10.1369], [-5.5511, -30.3707, 10.5234], [-6.0229, -28.3213, 12.6014], [-4.5703, -29.4156, 12.6673], [-7.0082, -30.9476, 14.9142], [-6.9676, -29.3021, 14.5587], [-5.4556, -30.2190, 14.7700], [-6.7497, -25.4151, 20.1966], [-6.6896, -25.2203, 18.7941], [-7.1467, -23.8981, 18.3448], [-7.2942, -23.6866, 16.8460], [-8.1589, -24.5990, 16.2352], [-9.5376, -24.3934, 16.5215], [-7.7893, -25.4028, 20.5238], [-6.3055, -24.6776, 20.8652], [-6.3126, -26.3580, 20.5251], [-6.4700, -23.1714, 18.7943], [-8.0572, -23.6698, 18.8988], [-6.3679, -23.5795, 16.2815], [-7.5496, -22.6395, 16.6834], [-9.7911, -24.3974, 17.5816], [-10.1347, -25.1437, 16.0032], [-9.9171, -23.4632, 16.0986], [-8.8115, -29.4724, 20.5938], [-7.5346, -29.9559, 20.8587], [-7.3708, -31.3354, 20.9911], [-6.0062, -31.7132, 21.4876], [-5.9248, -31.2756, 22.8692], [-4.5541, -31.3095, 23.4253], [-9.0135, -29.6433, 19.5365], [-8.9259, -28.4291, 20.8879], [-9.5840, -30.0032, 21.1503], [-7.5318, -31.7350, 19.9899], [-8.1486, -31.7473, 21.6341], [-5.3088, -31.1798, 20.8417], [-5.9105, -32.7987, 21.4607], [-4.5455, -31.2070, 24.5104], [-3.9412, -30.5507, 22.9389], [-4.0698, -32.2407, 23.1312], [-2.0099, -26.4830, 15.5450], [-1.1904, -25.5670, 14.7856], [-0.4622, -24.5232, 15.5124], [-1.3438, -23.4739, 16.2206], [-1.9560, -24.0985, 17.3695], [-3.1685, -23.4116, 17.8845], [-2.9309, -26.0813, 15.9674], [-1.4487, -26.9990, 16.3240], [-2.4270, -27.2849, 14.9359], [0.2025, -23.9678, 14.8508], [0.2604, -24.9226, 16.2241], [-2.0603, -22.8903, 15.6426], [-0.6239, -22.7758, 16.6478], [-3.0009, -22.3372, 17.9612], [-3.3524, -23.9219, 18.8300], [-4.0914, -23.6046, 17.3376], [-2.0384, -25.4646, 22.9265], [-2.5121, -26.7626, 23.1633], [-2.9239, -27.4954, 21.9646], [-1.7977, -27.5949, 20.8255], [-1.6939, -26.3317, 20.1349], [-0.4787, -26.1991, 19.3958], [-1.7664, -25.0651, 23.9035], [-2.6646, -24.7813, 22.3528], [-1.0550, -25.5364, 22.4619], [-3.7621, -27.0582, 21.4221], [-3.1909, -28.4580, 22.4006], [-2.2440, -28.3831, 20.2192], [-0.8337, -27.9257, 21.2119], [0.4059, -26.0867, 20.0227], [-0.4166, -25.3071, 18.7724], [-0.3736, -27.0674, 18.7454], [3.7498, -34.3862, 15.4888], [2.6741, -33.4707, 15.3689], [2.8711, -32.5305, 14.3408], [1.9483, -31.3637, 14.6422], [2.3364, -30.5265, 15.7294], [1.5942, -29.3124, 15.8340], [3.9625, -34.9599, 14.5866], [3.5405, -35.1746, 16.2118], [4.5945, -33.8031, 15.8558], [2.6457, -32.9632, 13.3662], [3.9152, -32.2174, 14.3429], [1.0002, -31.8131, 14.9374], [1.7063, -30.8456, 13.7143], [2.0038, -28.7152, 16.6486], [0.5938, -29.5500, 16.1956], [1.6005, -28.7390, 14.9070], [-7.8799, -23.8353, 11.9505], [-6.9062, -24.3918, 11.0865], [-5.6095, -23.7429, 11.0458], [-4.4878, -24.7161, 10.6966], [-4.5021, -25.8912, 11.4191], [-4.2107, -25.7790, 12.8320], [-7.5617, -23.7781, 12.9915], [-8.8594, -24.3132, 11.9675], [-8.0738, -22.8124, 11.6276], [-5.3604, -23.3043, 12.0121], [-5.6777, -22.9360, 10.3162], [-3.5934, -24.1056, 10.8206], [-4.5589, -24.9927, 9.6446], [-4.8631, -25.0165, 13.2575], [-3.1960, -25.4659, 13.0780], [-4.5214, -26.6561, 13.3996], [-5.8472, -27.2633, 16.5809], [-5.9808, -28.6331, 16.8144], [-6.2082, -29.0289, 18.1617], [-4.9373, -28.8758, 19.0928], [-3.8442, -29.6727, 18.7949], [-3.1800, -29.6500, 17.5193], [-4.9367, -26.8485, 17.0133], [-6.7434, -26.6862, 16.8088], [-5.8000, -27.2212, 15.4927], [-6.5893, -30.0501, 18.1636], [-7.0797, -28.4683, 18.4998], [-5.1768, -29.1949, 20.1072], [-4.5998, -27.8402, 19.1339], [-2.7049, -28.6861, 17.3362], [-3.8241, -29.7885, 16.6509], [-2.3351, -30.3108, 17.3255], [-9.4481, -28.1307, 17.0438], [-10.8156, -27.7458, 16.9304], [-11.5089, -28.3850, 15.8311], [-11.2560, -27.8883, 14.4570], [-11.4735, -26.4777, 14.2922], [-10.8340, -26.0192, 13.0786], [-9.1457, -27.8681, 18.0576], [-8.8809, -27.6152, 16.2688], [-9.3651, -29.2056, 16.8828], [-12.5548, -28.1177, 15.9824], [-11.4949, -29.4749, 15.8401], [-11.8863, -28.5209, 13.8320], [-10.2181, -28.0769, 14.1828], [-11.2582, -26.3973, 12.1485], [-9.7708, -26.2551, 13.0330], [-10.9406, -24.9395, 12.9736], [-1.1232, -28.6969, 10.7481], [-1.2852, -28.9779, 12.2285], [-2.0693, -30.1140, 12.4165], [-2.2942, -30.6152, 13.6880], [-1.9684, -29.9756, 14.6859], [-2.7894, -32.0292, 13.7527], [-3.9405, -32.0686, 14.4130], [-3.1008, -32.5185, 12.5043], [-1.9263, -32.8085, 14.3465], [-0.6948, -29.5651, 10.2474], [-0.5802, -27.7610, 10.6164], [-2.1244, -28.5374, 10.3479], [-1.7323, -28.1344, 12.7547], [-0.3011, -29.0444, 12.6924], [-7.7809, -34.6939, 15.5679], [-9.0947, -34.1198, 15.0038], [-9.9832, -33.7741, 16.0627], [-9.6208, -32.7119, 16.8671], [-8.5196, -32.0577, 16.8797], [-10.6758, -32.4755, 18.0236], [-10.0806, -32.6496, 19.1950], [-11.2168, -31.2590, 17.9338], [-11.6182, -33.3980, 17.9805], [-7.1912, -34.0116, 16.1801], [-7.0864, -35.0356, 14.8005], [-7.9241, -35.4769, 16.3126], [-9.6074, -34.8646, 14.3950], [-8.9303, -33.2409, 14.3804], [-6.0349, -27.2359, 23.9562], [-6.0203, -25.7578, 23.5034], [-6.2423, -24.7868, 24.5564], [-5.7360, -23.5739, 24.3436], [-4.8200, -23.3195, 23.5184], [-6.3712, -22.4695, 25.2294], [-5.9382, -22.4745, 26.5091], [-6.1628, -21.2646, 24.6390], [-7.6767, -22.7000, 25.3917], [-5.0142, -27.4369, 24.2815], [-6.2777, -28.0215, 23.2406], [-6.7575, -27.3527, 24.7638], [-6.8140, -25.6692, 22.7616], [-5.0487, -25.6330, 23.0253]],
  "forces_ev_per_angstrom": [[0.84, -0.47, -1.24], [-0.73, 0.63, -0.21], [-0.08, -0.31, 2.40], [-1.42, 0.24, -0.31], [0.67, -1.30, 0.20], [0.83, -0.03, 0.43], [0.29, 0.33, 0.58], [0.01, -0.30, -0.29], [-0.40, 0.05, -0.09], [0.26, 0.29, -0.63], [0.00, 0.10, -0.04], [-0.15, 0.06, 0.15], [0.02, 0.07, -0.32], [0.04, -0.14, -0.41], [-0.39, 0.39, -0.10], [0.21, 0.43, -0.11], [0.35, 0.83, 0.68], [1.18, -1.39, -0.52], [-0.04, -0.56, 1.21], [-0.82, 0.79, -0.76], [-1.26, -2.34, 0.98], [0.39, 1.71, -0.52], [-0.51, 0.38, 0.15], [-0.21, -0.52, -0.01], [0.33, -0.10, -0.11], [0.08, 0.73, 0.44], [-0.89, -0.24, -0.46], [0.56, 0.47, 0.41], [0.45, 0.53, -0.46], [-0.22, -0.91, -1.22], [0.27, 0.40, 0.22], [0.15, 0.28, -0.07], [-0.85, 0.33, 0.24], [0.22, 0.75, -0.57], [0.64, -0.61, 1.69], [0.32, 0.25, 0.37], [-0.26, 0.01, -0.22], [-0.44, 0.08, -0.47], [-0.44, -0.26, -0.02], [0.63, 0.66, -0.62], [0.05, -0.24, -0.69], [0.48, 0.29, -0.38], [-0.60, -0.21, -0.34], [0.52, -1.34, 0.14], [-1.15, 0.36, 0.43], [0.23, -0.19, 0.12], [0.34, -0.40, 0.22], [0.33, 0.50, 0.02], [-0.57, -0.76, -0.23], [1.30, 1.31, 1.14], [-1.02, -0.33, -0.59], [-0.44, 0.93, 1.26], [1.51, -0.05, 0.27], [-1.10, -0.37, -1.59], [-0.36, 0.35, -0.24], [0.45, 0.08, -0.27], [-0.07, -0.30, 0.21], [0.12, -0.68, -0.21], [-0.11, -0.11, 0.26], [0.60, -0.27, 0.12], [0.32, -0.05, -0.31], [-0.41, 0.11, -0.23], [-0.08, 0.42, 0.17], [-0.16, -0.34, 0.27], [0.03, -0.04, 0.13], [0.20, 0.51, 0.53], [-1.48, -0.14, -0.13], [0.59, -0.87, 1.44], [-1.78, 0.92, -0.34], [1.38, -1.28, -0.15], [0.32, 0.77, 0.29], [0.19, 0.27, 0.20], [0.66, 0.10, -0.79], [-0.42, -0.25, -0.78], [-0.38, -0.51, 0.44], [-0.06, -0.45, -0.45], [0.19, 0.52, -0.19], [0.04, -0.04, 0.26], [0.25, 0.48, 0.28], [0.23, -0.06, -0.79], [1.59, 0.08, 0.51], [-1.36, -0.69, -1.34], [2.42, 0.97, 0.17], [-1.52, 0.40, 1.25], [0.19, -0.32, 0.07], [0.03, -0.29, -0.02], [-0.62, 0.27, 0.15], [-0.31, -0.22, 0.07], [0.01, 0.14, -0.59], [-0.39, 0.33, 0.37], [0.06, -0.17, -0.58], [0.38, -0.06, -0.73], [0.07, 0.10, 0.14], [0.03, -0.49, 0.54], [-0.99, 0.02, 0.07], [0.27, -0.13, -0.11], [-0.11, 0.13, 0.41], [-0.15, -0.97, 0.08], [0.17, 0.59, 1.00], [-1.04, -0.21, 0.32], [0.84, 0.20, -0.76], [0.01, -0.85, 0.59], [0.17, 0.44, -0.48], [-0.44, 0.39, 0.31], [0.51, -0.32, -0.24], [-0.17, 0.01, -0.20], [0.22, 0.22, -0.11], [-0.35, -0.26, -0.03], [0.41, 0.65, -0.10], [0.49, -0.06, -0.20], [-0.48, 0.08, -0.51], [-0.16, 0.00, -0.08], [0.49, 1.27, -0.03], [0.43, -0.70, 0.11], [-1.39, -0.32, 0.49], [-0.83, 0.90, -0.61], [0.69, -1.24, 1.50], [-1.03, 1.00, -0.30], [0.33, -0.17, 0.19], [0.43, -0.67, -0.59], [-0.12, 0.35, 0.05], [-0.30, 0.16, 0.25], [0.30, 0.13, -0.13], [0.56, -0.15, 0.08], [0.01, -0.14, 0.00], [-0.10, 0.33, 0.06], [0.29, -0.30, -0.35], [0.36, -0.45, -0.64], [-0.27, 0.03, -1.03], [0.03, -1.16, 0.55], [0.64, 0.44, 0.30], [-1.28, 0.44, -0.71], [1.85, -2.16, -1.03], [-0.48, 1.39, -0.71], [-0.07, 0.22, 0.17], [0.09, 0.02, 0.63], [0.41, 0.27, -0.21], [0.48, -0.30, -0.25], [0.27, 0.45, 0.70], [-0.46, 0.28, -0.03], [-0.22, 0.46, -0.11], [-0.13, 0.59, 0.25], [-0.48, -0.17, 0.31], [-0.27, -0.71, 1.20], [-0.86, 0.09, -0.46], [-0.48, -0.89, -0.91], [-1.11, 1.49, 1.45], [1.44, 0.48, -0.51], [0.37, -0.47, -0.97], [-0.34, 0.20, 0.21], [0.21, 0.09, -0.25], [0.46, 0.07, 0.20], [0.26, -0.22, 0.15], [-0.19, -0.05, 0.51], [0.56, -0.16, 0.18], [-0.20, 0.24, -0.50], [0.25, -0.20, -0.23], [-0.41, -0.55, 0.14], [0.16, -0.14, 0.39], [-0.10, 0.05, 0.58], [-1.06, -0.21, 0.41], [0.92, 1.89, 0.48], [-1.26, -3.10, 1.45], [2.90, 4.34, -0.06], [-1.04, -1.75, -1.72], [-2.10, -0.72, -2.02], [-0.15, 0.07, 0.62], [0.89, 0.34, 1.04], [0.66, -0.43, 0.15], [0.28, 0.29, -0.10], [0.27, -0.28, -0.09], [-0.01, 0.00, -0.25], [-0.28, 0.17, -0.14], [0.09, -0.63, 0.22], [0.39, 0.19, 0.50], [1.55, -0.35, -0.06], [0.07, 2.52, 1.89], [3.86, 0.74, -0.18], [-5.11, -2.78, -0.51], [0.65, -0.77, -1.05], [0.49, 0.68, 0.37], [0.19, -0.17, 0.17], [-0.88, -0.08, -0.35], [-0.26, 0.68, -0.42], [-0.33, -0.16, -0.18], [-0.53, -0.51, -0.46], [-0.14, 0.06, 0.25], [0.16, 0.05, 0.06], [0.35, 0.84, 1.28], [0.09, -1.77, -1.28], [-0.15, 0.36, -0.04], [3.51, -0.11, -2.80], [-3.37, -0.46, 2.85], [-0.37, 0.10, 0.58], [0.98, 0.32, -0.84], [-0.28, -1.19, 0.94], [-0.40, 0.32, -0.96], [-0.16, -0.32, 0.49], [-0.13, 0.60, -0.64], [0.18, -0.12, 0.22], [-0.04, 0.66, 0.15], [-0.18, 0.64, 0.09]],
  "lowdin_charge": [-0.097, -0.192, -0.178, -0.170, -0.186, -0.086, 0.083, 0.074, 0.071, 0.129, 0.098, 0.131, 0.111, 0.081, 0.079, 0.071, -0.128, -0.165, -0.138, -0.209, -0.180, -0.061, 0.077, 0.095, 0.067, 0.114, 0.119, 0.092, 0.110, 0.076, 0.074, 0.061, -0.122, -0.194, -0.159, -0.222, -0.179, -0.077, 0.087, 0.074, 0.078, 0.119, 0.112, 0.113, 0.124, 0.090, 0.073, 0.088, -0.101, -0.199, -0.216, -0.172, -0.189, -0.058, 0.069, 0.092, 0.091, 0.117, 0.131, 0.105, 0.136, 0.089, 0.058, 0.062, -0.100, -0.187, -0.154, -0.186, -0.238, -0.042, 0.071, 0.074, 0.059, 0.117, 0.114, 0.123, 0.116, 0.087, 0.084, 0.062, -0.125, -0.199, -0.132, -0.160, -0.205, -0.100, 0.092, 0.087, 0.077, 0.101, 0.103, 0.095, 0.125, 0.084, 0.067, 0.079, -0.107, -0.185, -0.211, -0.203, -0.173, -0.095, 0.085, 0.085, 0.090, 0.126, 0.124, 0.117, 0.114, 0.084, 0.075, 0.085, -0.096, -0.191, -0.180, -0.231, -0.182, -0.054, 0.081, 0.064, 0.084, 0.108, 0.125, 0.125, 0.130, 0.078, 0.081, 0.068, -0.097, -0.223, -0.133, -0.186, -0.202, -0.079, 0.082, 0.064, 0.082, 0.120, 0.093, 0.105, 0.110, 0.070, 0.069, 0.070, -0.089, -0.175, -0.197, -0.222, -0.167, -0.103, 0.077, 0.084, 0.080, 0.129, 0.117, 0.131, 0.114, 0.087, 0.068, 0.080, -0.041, -0.248, 0.006, -0.297, 0.132, -0.554, 0.166, 0.140, 0.209, 0.084, 0.087, 0.072, 0.114, 0.120, -0.055, -0.183, 0.006, -0.238, 0.064, -0.570, 0.172, 0.170, 0.178, 0.045, 0.083, 0.084, 0.125, 0.125, -0.035, -0.183, 0.051, -0.315, 0.100, -0.508, 0.152, 0.151, 0.158, 0.069, 0.075, 0.080, 0.102, 0.096],
  "multiplicity": 1,
  "lumo_ev": 0.4,
  "e_tot_ha": -4904.76005,
  "e_homo_ev": -9.109,
  "total_charge": 0
}